Computed, not measured: a cluster of 16 separate species, C16H32Cl32 in total in a non-equilibrium geometry, with wB97M-V/def2-TZVPD.

Results
Orbital gap (eV): 10.104
Energy relative to the best compared isomer or geometry (same formula, charge and spin) (eV): 0.663
LUMO level (eV): 0.1
Net charge: 0

XYZ file:
```
80
C16H32Cl32 (wB97M-V/def2-TZVPD)
Cl -13.6378 3.2148 -13.1193
Cl -18.8510 2.9593 -16.1300
Cl -18.5487 0.1940 -15.4738
Cl -12.3590 -4.6314 -19.3314
Cl -19.4106 -4.8673 -15.1563
Cl -15.8183 1.3312 -19.4644
Cl -11.2693 -3.9070 -11.9957
Cl -11.0159 -0.9893 -10.0996
Cl -19.0946 -1.8956 -19.4213
Cl -8.9840 0.8296 -15.8719
Cl -10.2802 -1.6037 -15.0289
Cl -10.6063 -0.0927 -22.5071
Cl -12.1817 -1.6994 -19.3578
Cl -14.2842 1.0910 -16.1223
Cl -15.6231 -1.4794 -16.6307
Cl -16.4365 0.9904 -10.1582
Cl -18.0207 5.3266 -18.2137
Cl -20.5732 -4.2772 -18.7691
Cl -17.0921 -0.2765 -12.6418
Cl -12.1793 -0.0807 -12.6325
Cl -11.5576 2.5133 -22.1848
Cl -12.5574 2.5936 -18.6454
Cl -15.2881 -3.9120 -14.0717
Cl -20.7466 -2.3303 -15.2728
Cl -17.1565 -4.2889 -18.2379
Cl -16.3881 -6.5915 -16.6795
Cl -15.4633 4.6784 -16.9404
Cl -12.7711 -4.7289 -15.1652
Cl -10.7225 -6.8472 -12.2990
Cl -15.0333 -0.6107 -21.4482
Cl -11.0964 4.7155 -17.3315
Cl -10.7521 3.4015 -13.5917
C -12.1073 3.9568 -12.6031
C -16.2695 5.0095 -18.5146
C -12.0213 3.2546 -17.0554
C -15.8150 0.6293 -11.7851
C -15.8985 -5.4391 -17.9155
C -10.6729 -0.3858 -11.6875
C -16.2560 -0.2410 -20.1848
C -12.2596 -3.1579 -20.3638
C -14.0832 -0.6649 -16.1580
C -9.1145 -0.8924 -16.1318
C -11.8808 0.8789 -21.7954
C -17.7061 1.5869 -16.1263
C -19.2385 -3.1822 -15.4954
C -19.9418 -3.2788 -20.0904
C -13.9815 -5.0557 -13.9695
C -10.0240 -5.2021 -11.9916
H -16.2728 4.1449 -19.1782
H -15.6706 -6.0149 -18.8125
H -17.3207 1.3486 -17.1177
H -13.3056 -0.8471 -16.8997
H -13.1403 -3.1625 -21.0061
H -19.3414 -3.8606 -20.7897
H -12.9185 3.5430 -16.5076
H -14.8967 0.0423 -11.7715
H -15.6757 1.5916 -12.2777
H -12.8255 0.6360 -22.2820
H -13.8135 -0.9796 -15.1499
H -20.7924 -2.8861 -20.6474
H -16.9053 1.8843 -15.4493
H -17.2008 -0.0690 -20.7004
H -16.2325 -1.0460 -19.4503
H -14.4096 -6.0367 -14.1753
H -18.4279 -2.8558 -14.8439
H -13.5928 -5.0444 -12.9512
H -18.8692 -2.9972 -16.5041
H -14.9878 -4.9400 -17.5844
H -9.4521 -1.0051 -17.1620
H -12.2370 5.0391 -12.6054
H -11.9675 3.7012 -11.5527
H -11.5141 2.5043 -16.4488
H -9.5420 -5.1294 -11.0167
H -8.1580 -1.3704 -15.9202
H -11.9385 0.7607 -20.7134
H -11.4018 -3.1713 -21.0362
H -10.0283 0.4924 -11.6509
H -10.0497 -1.1537 -12.1456
H -9.3933 -4.9770 -12.8516
H -15.7977 5.7954 -19.1045
```

***

Computed, not measured: a structure of composition C16H32Cl3N3O2PS3SiTeTl in a non-equilibrium geometry, with wB97M-V/def2-TZVPD.

Results
Orbital gap (eV): 6.149
Energy relative to the best compared isomer or geometry (same formula, charge and spin) (eV): 0.271
LUMO level (eV): 3.8
Net charge: -2

XYZ file:
```
63
C16H32Cl3N3O2PS3SiTeTl (wB97M-V/def2-TZVPD)
Tl 1.6827 0.8205 -0.7944
Te 1.0434 -1.7575 -4.0635
Cl 1.5471 2.9308 -2.5390
Cl -2.0657 0.4166 -3.8479
Cl -2.0429 -2.2284 -1.9893
S -0.4658 -2.3678 -6.9720
S 0.7831 1.8904 2.2360
S 0.3786 5.2218 3.2567
P -0.3767 3.4645 2.7368
Si -0.7948 -0.5636 -2.4195
O -1.4897 3.6770 1.5759
O -1.3897 3.0766 3.9222
N 1.3137 -1.6858 2.0195
N 3.6093 -3.1265 1.0828
N 1.1009 -3.0912 -0.3365
C 0.0123 -3.1147 0.6035
C 0.2403 -1.2240 -5.9453
C -2.6261 1.2421 2.8644
C -0.8075 -1.2058 -8.1918
C 3.4551 -2.8081 2.4955
C 3.0041 -4.3819 0.6689
C -3.7470 3.4627 3.4841
C 0.5179 -2.8743 1.9937
C -1.2722 4.0588 0.1818
C -0.3391 0.0195 -7.7950
C -1.4512 2.8377 -0.6696
C 1.9104 -4.2761 -0.4401
C 2.4661 -1.6718 2.8730
C 0.0442 4.7821 -0.0055
C 0.2609 0.0011 -6.4868
C -2.6752 2.4233 3.7971
H -0.4945 -4.0763 0.5886
H -3.4801 0.6194 3.0270
H 0.7887 -2.8349 -1.2740
H 3.8051 -5.0873 0.2957
H -0.4441 0.9088 -8.3794
H -3.5452 4.3264 4.1461
H 2.4168 -4.2631 -1.4012
H -2.4318 2.3644 -0.4785
H 3.1842 -2.4065 0.5364
H -3.6807 3.7929 2.4809
H 2.5823 -4.9179 1.5408
H 4.4310 -2.4971 2.9029
H -2.0711 4.7907 -0.0078
H -2.5698 1.5606 1.8134
H -2.9007 2.0589 4.8175
H -0.3249 -2.8640 2.7508
H -0.7044 -2.3345 0.3132
H 0.1783 5.6581 0.6375
H -1.3345 -1.5221 -9.0818
H -4.7310 3.0428 3.6712
H -1.4494 3.0551 -1.7508
H 1.1158 -3.7792 2.2906
H -1.7245 0.6313 3.0604
H 2.2438 -1.7477 3.9389
H -0.6275 2.1080 -0.5193
H 1.3237 -5.2365 -0.3762
H 3.2721 -3.7314 3.0910
H 2.9854 -0.7438 2.7328
H 0.8857 4.0731 0.1840
H 0.1040 5.0591 -1.0571
H 0.7506 -0.8456 2.1838
H 0.6201 0.8903 -5.9728
```